1.
Below is H35O17 as an isolated structure in a non-equilibrium geometry, with properties calculated with ωB97M-V with the def2-TZVPD basis set.

```
! wB97M-V def2-TZVPD RIJCOSX def2/J DEFGRID3
* xyz 1 1
O 0.04425 2.19161 3.73497
H -0.07076 1.25531 3.51707
H -0.39047 2.45084 4.58131
O 0.88335 -0.96337 -0.86168
H 1.76890 -0.97578 -0.59070
H 0.82245 -1.00816 -1.79577
O -0.28584 -3.34921 -2.31518
H 0.09095 -3.47878 -3.20410
H -0.81040 -2.58296 -2.46601
O -0.89854 1.72485 0.04566
H -0.71460 1.96757 -0.84292
H 2.90278 2.80278 3.29522
O -0.79007 3.22342 1.98906
H -1.15696 2.65738 1.14844
O 4.19127 -3.42166 -1.15577
H 3.82409 -2.65812 -1.59221
H 3.91681 -3.23088 -0.24850
O 1.50025 2.10356 -0.13517
H 1.15607 2.13693 0.74207
H 1.30411 1.16710 -0.48236
O 2.52428 3.16894 2.61228
H 0.11033 2.63269 2.63297
H 2.97160 2.50631 1.91994
O 1.89770 -3.43513 0.44302
H -2.46637 -0.49396 1.91326
H 1.10600 -3.50588 -0.08891
O -0.06486 -0.73952 -3.83474
H 0.31234 -1.00704 -4.62705
H -0.57137 0.02344 -3.90190
O -2.80086 2.23300 -1.74259
H -2.09860 2.68797 -1.20411
H -3.62968 2.55049 -1.28078
O -2.85828 -0.30788 -2.38742
H -2.22831 0.13104 -1.79602
H -3.49956 0.39943 -2.69817
O 3.75241 -0.70397 1.90313
H 4.00838 -1.69031 2.19358
H 4.65182 -0.22273 1.97441
O -2.77189 -1.90964 0.68979
H -3.06385 -1.17954 0.18851
H -1.00623 -1.30897 2.53286
O -0.35654 4.68622 -0.38581
H -0.19308 5.60837 0.05664
H 0.27398 4.59234 -1.05550
O -1.59275 -0.42322 2.19140
H -0.78492 0.75146 -0.00057
H -2.87521 -2.88408 0.38804
O -2.66047 -4.79364 -0.42858
H -2.99712 -4.62581 -1.37099
H -1.66511 -4.56906 -0.55728
H -0.40513 4.03132 1.35429
H 1.69373 -4.21511 1.00286
*
```

The value obtained for the relative energy (zero: lowest compared OMol25 entry of this formula, charge and spin) is 7.101 eV. The LUMO energy comes out at -2.912 eV.

***

2.
Below is a 8-piece molecular cluster, C41H82N4O21P2 overall in a non-equilibrium geometry, with properties calculated with ωB97M-V with the def2-TZVPD basis set.

```
! wB97M-V def2-TZVPD RIJCOSX def2/J DEFGRID3
* xyz 0 1
C -4.67845 -1.96840 -2.62896
C -3.46468 -0.97412 -3.07940
O -4.05984 0.35002 -3.21832
P -3.31508 1.49369 -2.18563
O -3.86771 2.87325 -2.63137
C -3.79959 1.30333 -0.36932
C -3.19292 0.00757 0.36092
O -1.80050 -0.15909 -0.02272
P -0.71247 0.35877 1.17695
O -0.80939 -0.55212 2.41197
O -0.85638 2.01543 1.57555
C -1.84116 2.22894 2.62855
C -1.86092 3.84332 2.90547
N -1.60169 4.62885 1.65230
N -3.22805 4.26112 3.36272
N -0.80669 4.13942 3.93595
O 0.87140 0.21191 0.50985
C 1.15398 -1.19020 0.24404
C 0.60836 -1.77398 -1.09649
C 0.95899 -3.34165 -1.21221
C 1.75569 -3.92157 -0.03069
N 2.26068 -3.31819 1.14596
C 1.95999 -1.94116 1.31238
O -1.63576 1.54702 -2.47634
C -0.96928 2.52490 -1.62733
C -0.45263 3.82587 -2.45015
H -5.52619 -1.36725 -2.12335
H -5.11119 -2.41967 -3.58228
H -4.32810 -2.77379 -1.89299
H -2.65399 -1.04014 -2.27731
H -3.00509 -1.32844 -4.06016
H -4.94738 1.27463 -0.24484
H -3.44150 2.25325 0.18476
H -3.33587 -0.00810 1.50112
H -3.75202 -0.91583 -0.04872
H -1.60095 1.69840 3.61242
H -2.90672 1.94616 2.32352
H -0.60293 4.62814 1.41063
H -2.17500 4.27251 0.86542
H -3.80761 4.27716 2.49653
H -3.66215 3.53406 3.95313
H -0.75694 5.15097 4.11696
H 0.07942 3.82670 3.50581
H 0.03552 -1.18529 -1.88024
H 0.61500 -3.98045 -2.11314
H 1.99651 -5.04622 -0.13297
H 2.32824 -1.40852 2.25100
H -1.60298 2.91630 -0.76628
H -0.00321 2.00873 -1.25355
H -0.04276 3.50527 -3.47306
H 0.36986 4.37203 -1.84697
H -1.32800 4.56888 -2.53696
C 0.26950 -7.74059 -6.40167
C 0.98323 -7.35255 -5.12289
O 0.71252 -5.98547 -4.77587
C -0.35294 -5.58508 -4.06031
C -1.49410 -6.53633 -3.85627
O -0.41540 -4.44212 -3.65261
H -0.81492 -7.67771 -6.29058
H 0.52853 -8.76124 -6.69196
H 0.54518 -7.06280 -7.21323
H 0.75170 -8.02308 -4.29207
H 2.06262 -7.41911 -5.28039
H -2.22251 -6.40347 -4.65894
H -1.96700 -6.30505 -2.90226
H -1.19176 -7.57868 -3.80059
C 3.99522 -4.59739 5.22918
C 2.90192 -4.89020 6.23734
O 2.93405 -3.94754 7.31716
C 2.31262 -2.75516 7.29258
C 1.81066 -2.22772 5.97893
O 2.23221 -2.09142 8.30167
H 3.86201 -3.61792 4.76536
H 4.00444 -5.35400 4.44136
H 4.97220 -4.58628 5.71840
H 1.90998 -4.93396 5.78098
H 3.07855 -5.87206 6.68356
H 2.59015 -1.62209 5.51364
H 0.93669 -1.60170 6.16876
H 1.48458 -3.00378 5.28913
C -1.12267 -6.30789 2.47403
C -2.18830 -6.04733 1.42912
O -1.77197 -6.52144 0.13874
C -1.94471 -7.78092 -0.29874
C -2.30974 -8.85307 0.68838
O -1.73136 -8.05045 -1.46152
H -0.93915 -7.37696 2.60214
H -1.41990 -5.89028 3.43859
H -0.17417 -5.85685 2.17202
H -3.16022 -6.46247 1.70666
H -2.33245 -4.96907 1.32578
H -1.39796 -9.31238 1.07357
H -2.90132 -9.61124 0.17149
H -2.92267 -8.49917 1.51480
C -4.57011 9.09432 -1.47926
C -5.44252 7.88088 -1.22980
O -4.66617 6.67458 -1.25431
C -4.01832 6.17177 -0.19060
C -3.81944 7.04129 1.01894
O -3.53826 5.05902 -0.24515
H -3.81866 9.21592 -0.69633
H -5.17653 10.00209 -1.52019
H -4.03041 8.98834 -2.42326
H -6.01852 7.96020 -0.30463
H -6.17122 7.79071 -2.03905
H -2.87027 7.57149 0.92780
H -3.78745 6.40278 1.90340
H -4.62615 7.75286 1.18533
C 4.89375 4.24595 -3.10556
C 3.40563 4.45681 -3.29758
O 3.11055 5.83790 -3.55317
C 3.13956 6.40460 -4.77402
C 3.80324 5.66734 -5.90299
O 2.70374 7.52225 -4.93370
H 5.45476 4.50188 -4.00681
H 5.10503 3.20484 -2.85107
H 5.26959 4.88763 -2.30504
H 2.98630 3.81346 -4.07495
H 2.88525 4.19924 -2.37182
H 4.85472 5.95502 -5.95122
H 3.31189 5.95031 -6.83588
H 3.71945 4.58474 -5.83044
C 3.46107 3.95051 8.72090
C 3.11462 5.19607 7.93066
O 3.02637 4.90812 6.52745
C 1.91475 4.46036 5.91578
C 0.78510 3.93370 6.75463
O 1.86684 4.41574 4.70474
H 2.68494 3.18803 8.62861
H 3.58675 4.18924 9.77946
H 4.38720 3.50723 8.34741
H 2.20537 5.68316 8.29095
H 3.91965 5.92666 8.04182
H 0.91351 2.85927 6.89645
H -0.15184 4.11444 6.22487
H 0.68958 4.42524 7.72109
C 1.77895 -2.04908 -4.61603
C 2.56061 -2.42305 -5.85780
O 3.81591 -1.72765 -5.90568
C 4.94307 -2.16274 -5.31361
C 4.85036 -3.26136 -4.29214
O 5.99988 -1.62098 -5.54913
H 2.30594 -2.33745 -3.70402
H 0.79873 -2.53038 -4.61129
H 1.63899 -0.96567 -4.57238
H 2.70349 -3.50209 -5.95479
H 2.00227 -2.10621 -6.74227
H 4.72332 -2.82149 -3.30151
H 5.78104 -3.83182 -4.31353
H 4.05090 -3.97441 -4.48488
*
```

The value obtained for the relative energy (zero: lowest compared OMol25 entry of this formula, charge and spin) is 6.649 eV. Its SMILES is CCOP(=O)(CCO[P@](=O)(OCC(N)(N)N)Oc1cccnc1)OCC.CCOC(C)=O.CCOC(C)=O.CCOC(C)=O.CCOC(C)=O.CCOC(C)=O.CCOC(C)=O.CCOC(C)=O. The LUMO energy comes out at 0.104 eV.

***

3.
Below is a 2-piece molecular cluster, C3H4OS overall in a non-equilibrium geometry, with properties calculated with ωB97M-V with the def2-TZVPD basis set.

```
! wB97M-V def2-TZVPD RIJCOSX def2/J DEFGRID3
* xyz 0 1
C -2.00156 -0.40376 0.79714
C 0.89861 0.34093 -0.94863
C 0.67393 0.67040 0.45046
O -2.60694 -0.54355 -0.21249
S 1.04608 -1.04213 0.47015
H -1.42402 -1.07158 1.46774
H 0.16308 0.23746 -1.76013
H 1.95414 0.45922 -1.26226
H 1.29670 1.35302 0.99802
*
```

The value obtained for the relative energy (zero: lowest compared OMol25 entry of this formula, charge and spin) is 4.711 eV. The LUMO energy (alpha / beta) comes out at -0.570 / 0.381 eV.